[1]
Formula: C32H39BBiCl3GeN5P2
Source: the OMol25 dataset
Level of theory: ωB97M-V with the def2-TZVPD basis set

2S+1	2
total charge	+2
orbital gap (alpha / beta)	7.46 / 6.00	eV
ΔE to the lowest compared entry with this formula, charge and spin	0.00	kJ/mol
HOMO level (alpha / beta)	-12.883 / -13.985	eV

Geometry as XYZ:
```
84
C32H39BBiCl3GeN5P2 (ωB97M-V with the def2-TZVPD basis set)
Bi -0.88 -0.13 0.59
Ge 1.26 -0.28 -1.34
Cl -2.62 2.45 -4.71
Cl -4.84 3.11 -2.97
Cl -2.58 4.91 -3.18
P -1.88 2.26 2.27
P 0.92 0.55 2.88
N -1.10 -1.95 1.98
N -1.79 -2.91 -0.89
N -2.09 -1.59 -0.83
N -1.10 -3.21 1.51
N -1.93 1.97 -1.23
C 2.86 -0.66 -0.36
C 3.06 -1.88 0.30
C 0.17 -3.24 -4.79
C 2.21 1.78 2.51
C 1.81 -0.77 3.73
C -1.60 -1.99 3.23
C -3.42 1.51 2.91
C -0.02 1.38 4.23
C -1.89 -3.29 3.58
C 1.29 2.58 -0.97
C -2.44 2.53 -2.09
C -2.63 -3.52 -1.72
C 5.32 -1.24 0.82
C -0.28 -1.22 -3.57
C 1.52 -2.68 -2.88
C 1.21 4.21 -2.73
C 1.08 1.87 -3.26
C -3.15 -1.39 -1.63
C -0.85 2.58 3.75
C 4.28 -2.17 0.88
C 3.91 0.26 -0.43
C 1.10 3.20 -3.66
C 1.18 1.55 -1.90
C -3.52 -2.58 -2.23
C -1.56 -4.03 2.45
C 1.22 -3.54 -3.93
C 1.31 3.91 -1.37
C 5.13 -0.03 0.16
C -0.58 -2.08 -4.61
C -3.10 3.24 -3.22
C -2.42 3.91 1.73
C 0.77 -1.51 -2.70
B -0.66 -3.46 0.03
H -2.97 4.39 2.54
H 2.91 1.36 1.79
H -1.61 -5.09 2.27
H -1.71 -1.08 3.82
H 2.57 -1.18 3.06
H -0.18 3.41 3.50
H -2.55 -4.57 -1.91
H 0.71 1.69 4.97
H 2.74 2.04 3.42
H -0.06 -3.92 -5.60
H -3.34 0.43 3.01
H -1.56 4.52 1.46
H 2.34 -2.92 -2.21
H 1.00 1.08 -4.00
H 0.32 -2.76 -0.12
H 1.40 4.70 -0.64
H 2.26 -2.61 0.35
H 5.95 0.68 0.10
H -0.66 0.64 4.71
H 3.78 1.20 -0.95
H -1.51 2.93 4.54
H -3.57 -0.40 -1.74
H -4.33 -2.75 -2.93
H 1.78 2.69 2.08
H -4.22 1.72 2.21
H 1.13 -1.57 4.02
H -1.39 -1.86 -5.29
H 1.37 2.35 0.09
H 1.23 5.25 -3.05
H 2.31 -0.38 4.62
H -0.48 -4.63 -0.17
H -3.06 3.82 0.86
H -0.87 -0.32 -3.44
H 1.03 3.44 -4.72
H -2.28 -3.66 4.52
H 4.44 -3.11 1.38
H -3.68 1.94 3.88
H 1.80 -4.44 -4.07
H 6.28 -1.47 1.27
```

These are the Mulliken partial charges, in e, on atoms 1 to 5:
1. Bi 1.714
2. Ge -1.207
3. Cl -0.060
4. Cl -0.074
5. Cl -0.062

---

[2]
Formula: C32H39CdN4O4P2
Source: the OMol25 dataset
Level of theory: ωB97M-V with the def2-TZVPD basis set

2S+1	1
total charge	+1
orbital gap	7.96	eV
ΔE to the lowest compared entry with this formula, charge and spin	91.74	kJ/mol
HOMO level	-10.136	eV

Geometry as XYZ:
```
82
C32H39CdN4O4P2 (ωB97M-V with the def2-TZVPD basis set)
Cd -0.14 -0.92 -1.78
P -0.39 1.33 0.67
P -0.51 -1.42 1.81
O 0.03 -2.07 0.59
O 0.27 1.27 -3.99
O -1.08 0.54 -0.37
O 2.68 -1.12 0.03
N -1.16 -0.88 -3.58
N 1.03 0.72 -3.01
N 0.58 -3.15 -2.05
N 2.15 -0.47 -1.08
C -1.52 2.54 1.39
C 0.32 -3.70 3.09
C 0.32 -2.65 5.65
C 1.00 2.31 0.02
C 2.29 2.33 0.52
C 4.41 0.34 -1.63
C -0.05 -2.38 3.29
C 2.94 0.21 -1.83
C 0.64 3.14 -1.03
C -4.31 -0.32 2.79
C 0.25 0.24 2.04
C 2.30 0.89 -2.96
C 0.71 -3.96 5.44
C 2.87 4.02 -1.08
C -0.28 -3.15 -4.38
C 1.58 3.99 -1.59
C -1.06 3.59 2.17
C 0.70 -4.49 4.16
C -3.04 -1.66 0.72
C -5.04 -0.80 1.71
C -4.41 -1.47 0.68
C -0.06 -1.85 4.58
C -0.53 -1.65 -4.64
C 0.92 -3.41 -3.46
C -2.94 -0.50 2.83
C -1.95 4.56 2.61
C 3.09 1.70 -3.93
C 3.23 3.18 -0.04
C -2.30 -1.17 1.79
C -3.29 4.47 2.28
C -3.75 3.42 1.50
C -2.86 2.45 1.05
H 1.31 4.63 -2.41
H -1.17 -3.62 -3.95
H 4.69 -0.11 -0.68
H 0.31 -4.09 2.08
H -0.37 3.11 -1.41
H 1.89 -1.59 0.39
H -4.80 0.20 3.59
H -2.16 -1.09 -3.58
H -0.56 0.64 -3.95
H -3.19 1.64 0.42
H 0.33 -2.23 6.64
H 2.59 1.69 1.34
H 1.27 -4.44 -3.59
H -0.35 -0.83 4.74
H 3.60 4.70 -1.49
H 0.02 0.69 3.00
H -3.98 5.22 2.63
H 1.33 0.10 1.95
H 1.74 -2.74 -3.73
H -2.52 -2.18 -0.08
H -0.14 -3.81 -1.75
H 4.23 3.20 0.36
H 0.44 -1.19 -4.87
H 0.99 -5.52 4.00
H 3.91 1.13 -4.37
H 4.94 -0.18 -2.43
H -4.79 3.36 1.23
H 2.43 2.05 -4.73
H -1.14 -1.58 -5.55
H -1.59 5.38 3.21
H -4.98 -1.85 -0.15
H -2.37 -0.14 3.67
H 3.52 2.57 -3.44
H -6.11 -0.66 1.69
H -0.08 -3.64 -5.34
H 4.70 1.38 -1.64
H 0.00 3.66 2.41
H 1.01 -4.57 6.28
H 1.39 -3.31 -1.46
```

These are the Mulliken partial charges, in e, on atoms 1 to 5:
1. Cd 4.886
2. P 1.253
3. P 0.045
4. O -0.706
5. O -0.593

---

[3]
Formula: C32H39GdN9OS
Source: the OMol25 dataset
Level of theory: ωB97M-V with the def2-TZVPD basis set

2S+1	8
total charge	+1
orbital gap (alpha / beta)	4.02 / 7.24	eV
ΔE to the lowest compared entry with this formula, charge and spin	385.37	kJ/mol
HOMO level (alpha / beta)	-6.946 / -10.209	eV

Geometry as XYZ:
```
83
C32H39GdN9OS (ωB97M-V with the def2-TZVPD basis set)
Gd 0.38 -0.75 -0.06
S -3.39 -1.40 -3.31
O 0.56 2.01 2.02
N 1.20 -2.70 -1.27
N -0.95 -2.77 0.70
N 2.01 0.02 -1.80
N -1.64 0.79 0.79
N 1.72 -1.94 1.45
N -1.15 -0.57 -1.76
N -2.84 0.03 0.73
N -0.41 3.97 -3.09
N -1.16 3.08 -1.18
C 3.27 -3.74 1.78
C -3.85 1.46 2.41
C 4.43 0.29 -3.12
C 0.12 -3.72 -1.28
C -2.08 -4.09 2.36
C 0.26 6.13 0.33
C 2.95 1.57 1.91
C -0.52 4.99 0.34
C 2.54 1.23 -1.93
C 1.74 -2.28 -2.61
C 2.41 -2.97 0.95
C 1.51 1.34 1.81
C 0.70 6.02 -2.09
C -4.20 2.00 0.08
C -0.84 -5.14 0.54
C -0.66 4.34 -0.88
C 2.40 -3.27 -0.52
C -0.59 -3.88 0.04
C -2.08 -0.98 -2.39
C -1.58 -5.25 1.71
C -5.20 -0.09 1.04
C 3.71 1.44 -2.70
C 0.99 6.56 -0.84
C -1.70 -2.84 1.89
C 3.36 -3.47 3.14
C -3.99 0.84 1.05
C 1.76 -1.70 2.81
C -0.99 2.92 -2.47
C 2.55 -2.45 3.66
C 3.72 -0.93 -3.20
C 2.52 -1.03 -2.49
C -0.15 4.93 -2.08
H -1.89 -1.87 2.36
H 4.04 -4.11 3.72
H 2.45 -2.24 4.72
H -2.69 -4.11 3.32
H 0.35 6.70 1.26
H 0.52 -4.70 -1.73
H -5.29 -0.48 0.04
H -4.93 2.73 0.50
H -1.61 -6.19 2.24
H 4.23 2.42 -2.69
H 0.81 -2.16 -3.28
H -1.38 2.03 -3.05
H 3.39 1.21 0.99
H -1.41 1.11 1.73
H 3.50 1.13 2.77
H -0.40 -6.01 0.04
H 3.90 -4.46 1.37
H -1.53 1.62 0.16
H -5.08 -0.92 1.75
H 2.34 -3.10 -3.05
H 3.23 2.70 1.91
H -4.75 1.56 -0.79
H 1.63 7.41 -0.73
H -3.16 2.30 2.34
H 3.32 -2.95 -1.06
H -4.81 1.91 2.73
H 1.00 6.51 -3.02
H -3.49 0.73 3.22
H -0.13 4.00 -4.05
H -0.65 -3.46 -2.00
H -2.88 -0.45 -0.16
H -1.06 4.59 1.23
H 1.14 -0.91 3.23
H 2.06 2.04 -1.35
H 2.40 -4.38 -0.62
H 5.40 0.49 -3.57
H 4.02 -1.74 -3.80
H -6.14 0.45 1.26
H -3.34 2.57 -0.41
```

These are the Mulliken partial charges, in e, on atoms 1 to 5:
1. Gd 0.102
2. S -0.337
3. O -0.474
4. N 0.256
5. N 0.425

---

[4]
Formula: C32H39IN7PdS2Sb
Source: the OMol25 dataset
Level of theory: ωB97M-V with the def2-TZVPD basis set

2S+1	1
orbital gap	7.40	eV
HOMO level	-6.910	eV

Geometry as XYZ:
```
83
C32H39IN7PdS2Sb (ωB97M-V with the def2-TZVPD basis set)
I 1.58 1.41 1.91
Sb -2.20 1.33 0.21
Pd 0.14 0.05 0.06
S -1.62 0.07 -1.65
S 4.08 1.22 -3.27
N -0.49 -2.65 0.22
N 4.42 -0.12 -1.14
N 3.14 0.37 -1.06
N 2.75 -1.24 1.73
N 0.66 -3.48 -1.62
N 1.62 1.72 -2.23
N -1.43 -4.38 -1.14
C -5.88 3.61 -0.69
C -3.75 1.09 2.83
C -2.67 0.56 2.13
C -0.63 4.98 2.02
C -1.93 -0.48 2.68
C -2.25 -0.97 3.94
C -4.06 0.61 4.10
C -2.08 -4.07 -2.41
C 0.97 -4.59 -2.49
C 3.06 -0.05 2.19
C 4.91 -1.99 2.39
C -1.37 3.24 0.53
C 4.27 0.28 2.77
C -5.12 0.95 -0.61
C -0.18 5.72 0.94
C 2.82 1.09 -2.09
C -3.31 -0.42 4.65
C -2.41 -4.67 -0.11
C -1.22 3.74 1.82
C -4.19 1.93 -0.31
C -0.42 -3.46 -0.78
C -0.33 5.23 -0.35
C 5.04 0.22 -2.22
C 1.61 -2.40 -1.62
C 3.67 -2.20 1.83
C -6.43 1.29 -0.95
C -6.81 2.62 -0.98
C 7.41 1.00 -2.55
C 5.22 -0.73 2.87
C -0.91 3.99 -0.55
C -4.58 3.27 -0.35
C 6.45 -0.18 -2.52
H 0.28 6.68 1.11
H -3.10 -3.83 0.07
H -1.34 -3.88 -3.18
H 6.48 -0.72 -3.47
H 3.37 -3.17 1.45
H 0.33 -5.43 -2.28
H -7.14 0.51 -1.18
H -1.09 -0.90 2.14
H 1.29 1.87 -3.17
H 1.22 -1.60 -0.99
H 0.03 5.80 -1.19
H 0.88 1.33 -1.62
H 0.87 -4.31 -3.55
H 5.63 -2.80 2.45
H -1.67 -1.77 4.37
H -1.56 3.16 2.67
H -2.72 -3.19 -2.32
H -2.69 -4.92 -2.72
H 7.35 1.58 -1.62
H -4.35 1.88 2.40
H -6.17 4.65 -0.72
H 8.44 0.66 -2.67
H 6.72 -0.89 -1.74
H 4.48 1.28 3.12
H 2.59 -2.69 -1.23
H -0.51 5.36 3.03
H -1.42 -2.69 0.62
H -1.91 -4.92 0.83
H 7.19 1.68 -3.38
H -4.89 1.04 4.64
H -7.82 2.89 -1.25
H -3.56 -0.80 5.63
H -1.01 3.60 -1.56
H 6.19 -0.52 3.31
H 2.01 -4.89 -2.34
H -3.01 -5.52 -0.42
H 1.74 -2.01 -2.64
H -3.87 4.05 -0.11
H -4.83 -0.10 -0.61
```

These are the Mulliken partial charges, in e, on atoms 1 to 5:
1. I -0.024
2. Sb 1.784
3. Pd -0.337
4. S -0.712
5. S -0.261

---

[5]
Formula: C32H40AsNO3P2Pt
Source: the OMol25 dataset
Level of theory: ωB97M-V with the def2-TZVPD basis set

2S+1	1
total charge	+4
orbital gap	4.36	eV
ΔE to the lowest compared entry with this formula, charge and spin	38.11	kJ/mol
HOMO level	-19.088	eV

Geometry as XYZ:
```
80
C32H40AsNO3P2Pt (ωB97M-V with the def2-TZVPD basis set)
Pt -0.89 -0.29 -1.13
As -1.55 2.02 -1.46
P 2.05 0.56 -0.11
P 0.15 -0.98 1.71
O 1.04 -0.02 -1.20
O -0.86 -0.05 0.88
O -2.87 -0.63 -1.20
N -2.87 -1.58 -3.29
C 1.93 4.57 0.10
C 0.66 -4.97 1.36
C -1.67 2.86 0.25
C -1.43 -1.50 -3.39
C -3.27 2.15 -2.30
C 2.09 3.27 -0.35
C -0.10 -2.69 1.31
C -3.50 -1.16 -2.20
C 0.86 -0.99 4.35
C -1.69 -0.18 5.21
C 0.58 -0.88 5.70
C 1.21 2.45 1.77
C -0.26 2.87 -2.59
C -1.36 -3.12 0.87
C 6.21 0.32 -1.84
C 3.91 -0.37 -1.90
C -0.69 -0.49 6.13
C -4.97 -1.28 -2.07
C 5.96 1.14 -0.75
C -3.62 -2.18 -4.42
C -0.59 -5.40 0.92
C 1.06 3.76 2.20
C 3.66 0.47 -0.80
C -1.60 -4.48 0.67
C 1.88 -0.57 1.31
C 1.72 2.20 0.49
C 5.19 -0.44 -2.41
C -0.15 -0.69 3.43
C 4.69 1.23 -0.23
C 0.91 -3.63 1.56
C 1.42 4.82 1.37
C -1.43 -0.29 3.85
H -4.19 -3.04 -4.07
H 1.84 -1.30 4.03
H 0.71 2.89 -2.10
H 2.54 3.08 -1.31
H -1.96 3.89 0.05
H -2.17 -2.41 0.74
H 2.23 5.40 -0.53
H -4.04 1.76 -1.65
H -1.11 -1.68 -4.42
H -5.47 -0.69 -2.85
H 2.40 -1.49 1.04
H 3.12 -0.95 -2.35
H 1.34 -1.11 6.44
H -0.19 2.37 -3.55
H -1.05 -0.43 -3.19
H -3.28 1.64 -3.27
H 1.44 -5.70 1.56
H -5.29 -2.31 -2.20
H -0.78 -6.46 0.78
H -0.71 2.82 0.76
H 1.32 5.83 1.72
H 6.76 1.72 -0.31
H -0.64 3.89 -2.72
H 7.22 0.26 -2.24
H -3.41 3.22 -2.47
H -0.93 -2.25 -2.76
H -5.29 -0.92 -1.09
H 2.38 -0.13 2.17
H 0.94 1.65 2.44
H -2.91 -2.51 -5.17
H -2.58 -4.82 0.36
H 1.88 -3.32 1.92
H 5.40 -1.08 -3.25
H -2.44 2.36 0.85
H -2.20 -0.07 3.13
H -2.66 0.13 5.56
H 4.50 1.89 0.62
H -0.90 -0.43 7.19
H -4.29 -1.45 -4.86
H 0.69 3.96 3.20
```

These are the Mulliken partial charges, in e, on atoms 1 to 5:
1. Pt 2.931
2. As 0.222
3. P 1.466
4. P 0.552
5. O -1.048

---

Number 1: E_tot -5895.72726 Eh. Number 2: E_tot -2613.07597 Eh. Number 3: E_tot -2974.34022 Eh. Number 4: E_tot -3088.23071 Eh. Number 5: E_tot -4560.21624 Eh.